[1]
{"formula": "H12NO9", "method": "wB97M-V/def2-TZVPD", "symbols": ["N", "O", "O", "O", "O", "H", "H", "O", "H", "H", "O", "H", "H", "O", "H", "H", "O", "H", "H", "O", "H", "H"], "coordinates": [[1.02823, -0.67395, 0.15509], [-0.04677, -1.25795, 0.38909], [1.62223, -1.04395, -0.87091], [1.16023, 0.50105, 0.49709], [-2.78477, -2.23995, 1.28709], [-3.07377, -3.10895, 1.01809], [-1.86677, -2.25095, 1.03709], [1.99123, 1.69105, -2.36391], [2.69223, 1.87405, -2.93391], [2.08423, 0.82005, -1.95991], [-1.18777, 0.43605, 2.47109], [-0.92877, -0.32095, 1.99809], [-0.39777, 0.90205, 2.51909], [-0.77577, -2.38795, -2.01891], [-0.29677, -2.37495, -2.85391], [-0.18177, -1.92695, -1.35591], [1.42723, 3.04305, 1.85809], [1.64623, 2.12705, 1.58309], [1.90923, 3.61705, 1.27209], [-1.30177, 1.15905, -0.79791], [-2.11777, 0.74805, -0.53591], [-0.60077, 0.66805, -0.39391]], "forces_ev_per_angstrom": [[-2.292, 1.729, -4.251], [-0.284, -1.378, 2.204], [2.055, -1.119, 0.120], [1.229, 0.594, 2.216], [-0.495, -0.011, 0.295], [-0.298, -0.308, -0.128], [0.821, 0.325, -0.269], [-1.963, 0.049, 1.305], [1.806, 0.020, -1.250], [0.180, -0.128, 0.027], [-2.567, 0.174, 1.248], [0.306, -1.710, -1.234], [2.128, 1.698, 0.078], [0.586, 0.329, 0.544], [0.036, 0.121, 0.213], [-0.841, -0.773, -0.982], [0.044, -0.862, 0.516], [-0.277, 0.737, -0.099], [0.203, 0.118, -0.441], [-0.440, 1.035, -1.022], [-0.270, -0.414, 0.324], [0.333, -0.226, 0.584]], "charge": -1, "homo_lumo_gap_ev": 9.89, "de_lowest_kcal_mol": 32.7, "homo_energy_ev": -6.5, "max_force_ev_per_a": 5.1}

=====

[2]
{"formula": "H12O6", "method": "wB97M-V/def2-TZVPD", "symbols": ["H", "H", "H", "H", "H", "H", "H", "H", "H", "H", "H", "H", "O", "O", "O", "O", "O", "O"], "coordinates": [[1.33077, 0.97499, -1.24793], [-0.05799, 0.73994, -1.81902], [-1.02881, -2.82010, -0.31814], [-1.94716, -1.68752, -0.74703], [2.03384, -0.48505, -1.37287], [3.02308, -0.99506, -0.33782], [4.44081, 0.64258, 2.45938], [3.12153, 0.80288, 1.72192], [-3.48578, 3.71692, 0.82488], [-3.55273, 2.39546, 0.07701], [-2.30689, -1.74160, 1.09862], [-3.69488, -1.95432, 0.51702], [0.39635, 1.10918, -1.05337], [-1.03961, -1.86974, -0.47842], [2.95726, -0.73919, -1.26475], [4.06779, 0.69701, 1.57232], [-3.10123, 3.24701, 0.07635], [-3.01502, -2.39290, 1.04088]], "forces_ev_per_angstrom": [[-0.028, 0.536, 0.059], [-0.064, 0.046, 0.088], [-0.101, 0.059, -0.025], [0.305, -0.215, -0.173], [0.066, -0.587, 0.051], [0.135, 0.081, -0.008], [0.025, -0.001, -0.092], [0.042, 0.084, -0.048], [0.072, 0.010, -0.077], [0.084, 0.092, -0.029], [0.115, -0.091, 0.170], [-0.165, -0.111, 0.235], [0.100, -0.163, -0.139], [0.570, 0.300, -0.491], [-0.147, 0.117, -0.030], [-0.132, -0.105, 0.145], [-0.176, -0.083, 0.112], [-0.702, 0.031, 0.252]], "homo_lumo_gap_ev": 11.47, "smiles": "O.O.O.O.O.O", "de_lowest_kcal_mol": 47.7, "homo_energy_ev": -11.3, "max_force_ev_per_a": 0.8}

=====

[3]
{"formula": "H12O6", "method": "wB97M-V/def2-TZVPD", "symbols": ["O", "H", "H", "O", "H", "H", "O", "H", "H", "O", "H", "H", "O", "H", "H", "O", "H", "H"], "coordinates": [[-1.64806, 0.21136, 2.20886], [-2.04006, -0.59482, 1.83102], [-0.95098, 0.56404, 1.64539], [0.72769, 3.68666, -1.14864], [0.74130, 4.49484, -0.55432], [-0.03420, 3.70527, -1.70592], [0.47581, 1.63635, 0.66441], [0.85659, 2.11633, -0.20196], [1.35452, 1.30189, 0.89398], [-1.58356, -0.79793, -2.82270], [-1.14521, -1.08754, -2.02485], [-1.27908, -0.13315, -3.30344], [0.42633, -1.25102, -1.01807], [0.26246, -0.43322, -0.58534], [0.65938, -2.05536, -0.47625], [0.94415, -3.78794, 1.76012], [1.01540, -3.07354, 2.39534], [1.21753, -4.50223, 2.44236]], "forces_ev_per_angstrom": [[-0.435, -0.431, 0.413], [0.548, 0.659, -0.087], [-0.113, -0.168, -0.372], [1.316, 1.187, 1.446], [-0.357, -1.526, -1.263], [-0.869, 0.354, -0.391], [2.295, 0.841, -2.937], [-2.115, -0.627, 2.225], [-0.237, -0.422, 0.874], [-3.877, -4.846, 2.319], [1.026, 0.511, -0.165], [2.737, 4.327, -2.466], [0.531, -2.575, -0.850], [0.072, 0.690, 1.543], [-0.497, 1.931, -0.243], [0.903, -1.901, 2.330], [-0.227, 0.944, -0.217], [-0.701, 1.051, -2.160]], "homo_lumo_gap_ev": 10.94, "smiles": "O.O.O.O.O.O", "de_lowest_kcal_mol": 51.9, "homo_energy_ev": -10.7, "max_force_ev_per_a": 6.6}

=====

[4]
{"formula": "H12O6", "method": "wB97M-V/def2-TZVPD", "symbols": ["H", "H", "H", "H", "H", "H", "H", "H", "H", "H", "H", "H", "O", "O", "O", "O", "O", "O"], "coordinates": [[-0.72919, 1.67147, -0.48184], [0.55162, 0.74106, -0.49282], [1.85723, 4.13571, 0.60799], [0.59033, 4.87479, 0.30670], [0.66459, -3.17122, -1.51560], [-0.28506, -3.36864, -0.43555], [-4.22037, -1.60163, 0.78425], [-3.51595, -1.96784, -0.59879], [3.19322, 2.00002, -2.42293], [3.37608, 0.63213, -2.88493], [-0.35467, -1.33427, 2.96756], [0.21850, 0.00057, 3.37480], [-0.39921, 0.87492, -0.10398], [1.32159, 4.41297, -0.11952], [0.10488, -3.79416, -1.22047], [-4.29444, -2.13012, -0.07268], [3.31728, 1.06263, -2.10131], [-0.21840, -0.75275, 3.71685]], "forces_ev_per_angstrom": [[-0.175, 1.017, -0.557], [-2.748, 0.632, 0.996], [0.652, -0.358, 0.666], [0.017, 0.007, -0.166], [3.281, 3.350, -1.928], [0.060, -0.513, -0.418], [0.122, -1.040, -1.990], [0.427, 0.289, 0.012], [0.176, -1.316, 0.908], [0.370, -2.534, -3.684], [-0.019, -0.039, -0.132], [0.652, 1.184, -0.604], [3.032, -1.663, -0.434], [-0.680, 0.310, -0.525], [-3.348, -2.828, 2.344], [-0.532, 0.768, 1.975], [-0.634, 3.858, 2.823], [-0.654, -1.123, 0.711]], "homo_lumo_gap_ev": 11.48, "smiles": "O.O.O.O.O.O", "de_lowest_kcal_mol": 52.9, "homo_energy_ev": -11.4, "max_force_ev_per_a": 5.1}

=====

[5]
{"formula": "H12O6", "method": "wB97M-V/def2-TZVPD", "symbols": ["H", "H", "H", "H", "H", "H", "H", "H", "H", "H", "H", "H", "O", "O", "O", "O", "O", "O"], "coordinates": [[1.03770, -2.49347, 0.11012], [-0.40498, -2.08379, 0.35013], [0.18132, 1.83418, -0.22761], [-0.45413, 2.56762, 0.85598], [-0.08899, -1.33290, -3.02645], [0.64723, -0.99833, -1.79476], [-1.61959, -0.44972, -1.90296], [-2.77862, 0.54662, -2.15484], [-0.27181, 0.34833, 5.08164], [-0.86020, 0.17424, 3.67253], [2.01789, 0.24804, -0.96516], [0.77208, 0.08724, -0.25531], [0.31358, -2.43003, 0.77317], [0.25876, 2.67990, 0.25452], [0.24148, -1.79472, -2.27693], [-1.80705, 0.38127, -2.16226], [-0.09599, 0.59311, 4.11358], [1.31698, 0.76446, -0.67001]], "forces_ev_per_angstrom": [[-0.980, -0.115, 0.629], [-2.960, 1.197, -1.973], [0.381, 1.460, -0.031], [-0.993, 0.533, 1.200], [-0.577, 0.336, -1.473], [-0.696, -1.688, -1.005], [0.477, -4.537, 1.412], [1.262, -0.515, 0.085], [0.538, 0.615, -2.040], [0.579, 0.292, 0.140], [2.576, -1.015, -1.012], [-0.180, 0.068, 0.685], [3.890, -1.176, 1.265], [-0.304, -0.290, -0.594], [1.220, 1.520, 2.224], [-1.779, 4.948, -1.433], [-1.121, -0.918, 1.905], [-1.331, -0.714, 0.015]], "homo_lumo_gap_ev": 10.51, "smiles": "O.O.O.O.O.O", "de_lowest_kcal_mol": 64.4, "homo_energy_ev": -10.5, "max_force_ev_per_a": 5.4}

=====

[6]
{"formula": "H12O6", "method": "wB97M-V/def2-TZVPD", "symbols": ["O", "H", "H", "O", "H", "H", "O", "H", "H", "O", "H", "H", "O", "H", "H", "O", "H", "H"], "coordinates": [[-0.72123, 1.31744, -1.32318], [-0.84143, 2.26433, -1.25354], [0.19071, 1.26890, -0.90375], [1.85238, 0.74082, -0.16488], [1.47532, 0.60954, 0.69203], [2.24138, -0.08832, -0.47396], [1.34900, -1.42382, 1.30222], [0.49287, -1.00180, 1.16143], [1.49599, -1.77566, 0.35538], [-0.13919, 1.79384, 1.54244], [-0.90871, 1.43920, 1.07463], [-0.54925, 2.45388, 2.12102], [0.33438, -2.21575, -1.40652], [-0.04837, -1.49152, -1.95779], [-0.41835, -2.37746, -0.83205], [-1.71472, -0.78601, 0.12066], [-2.61571, -0.72877, 0.35082], [-1.47507, 0.00116, -0.40496]], "forces_ev_per_angstrom": [[1.375, 0.058, 0.729], [-0.551, 0.411, -0.242], [-0.472, -0.547, -0.624], [0.276, 0.867, -1.818], [0.105, -0.399, 1.000], [-0.224, 0.305, 0.439], [0.208, -0.956, -2.103], [-0.342, -0.157, 0.362], [-0.331, 0.412, 2.113], [-0.706, 0.300, 0.158], [0.217, -0.178, 0.005], [0.428, -0.152, 0.022], [-0.431, 0.996, -0.805], [0.713, -0.713, 0.389], [-0.179, -0.209, 0.412], [1.832, -0.192, -0.216], [-1.612, 0.163, 0.335], [-0.306, -0.009, -0.156]], "homo_lumo_gap_ev": 11.12, "smiles": "O.O.O.O.O.O", "de_lowest_kcal_mol": 23.4, "homo_energy_ev": -10.9, "max_force_ev_per_a": 2.3}